1.
The following is a DFT calculation (the ωB97M-V functional and the def2-TZVPD basis) of a 2-piece molecular cluster, C3H6BN overall in a non-equilibrium geometry.

Element x y z (Å)
B (0.021, -0.078, -0.172)
C (2.265, 0.607, -0.079)
C (-0.929, -0.045, -1.420)
C (-0.308, -0.118, 1.323)
N (3.390, 0.562, 0.002)
H (-0.729, 0.506, -2.362)
H (-1.942, 0.097, -1.068)
H (-0.849, -1.065, -1.752)
H (0.497, -0.791, 1.952)
H (-1.204, -0.543, 1.719)
H (-0.212, 0.869, 1.859)

Calculated values
Energy in eV: -5371.70204
HOMO in eV: -10.69
E_LUMO in eV: -0.57

Atomic partial charges in e from the Löwdin method, atoms 1 to 2: number 1, B, carries -0.0785; number 2, C, carries -0.2219

***

2.
The following is a DFT calculation (the ωB97M-V functional and the def2-TZVPD basis) of C26H19AsN7S2Zn as an isolated structure.

Element x y z (Å)
Zn (-0.332, -0.379, 0.223)
N (0.189, -3.056, 2.468)
C (-0.676, -3.231, 1.444)
N (-0.886, -2.328, 0.516)
C (-1.848, -2.745, -0.400)
C (-2.369, -3.960, -0.147)
S (-1.644, -4.644, 1.262)
C (-2.156, -1.817, -1.491)
C (-3.013, -1.978, -2.515)
S (-2.967, -0.603, -3.555)
C (-1.769, 0.122, -2.545)
N (-1.454, -0.614, -1.499)
N (-1.277, 1.352, -2.796)
H (0.924, -2.377, 2.344)
H (0.422, -3.844, 3.049)
H (-3.127, -4.495, -0.693)
H (-3.649, -2.819, -2.734)
H (-1.242, 1.665, -3.755)
H (-0.456, 1.634, -2.281)
C (-1.919, 2.636, 5.794)
C (-0.732, 2.389, 5.119)
C (-0.762, 1.872, 3.832)
C (-1.989, 1.616, 3.228)
C (-3.182, 1.863, 3.899)
C (-3.140, 2.371, 5.188)
As (-2.001, 0.960, 1.432)
C (-3.629, 0.006, 1.094)
C (-4.042, -1.198, 1.641)
C (-5.206, -1.789, 1.168)
C (-5.926, -1.181, 0.146)
C (-5.507, 0.023, -0.403)
C (-4.353, 0.634, 0.073)
C (-3.796, 1.924, -0.396)
C (-4.348, 2.742, -1.375)
C (-3.729, 3.939, -1.700)
C (-2.560, 4.335, -1.060)
C (-1.989, 3.521, -0.090)
C (-2.614, 2.329, 0.232)
H (-1.892, 3.036, 6.799)
H (0.218, 2.596, 5.594)
H (0.165, 1.673, 3.306)
H (-4.133, 1.660, 3.423)
H (-4.063, 2.564, 5.719)
H (-3.471, -1.671, 2.432)
H (-5.552, -2.720, 1.596)
H (-6.832, -1.646, -0.220)
H (-6.087, 0.484, -1.192)
H (-5.263, 2.457, -1.879)
H (-4.166, 4.578, -2.456)
H (-2.092, 5.275, -1.319)
H (-1.075, 3.823, 0.406)
N (1.530, 0.096, -0.009)
C (1.995, 0.292, -1.080)
N (2.548, 0.480, -2.198)
C (2.038, 1.427, -2.980)
N (1.589, 2.250, -3.656)

Calculated values
Energy in eV: -168624.97033
Net charge: +1
HOMO in eV: -11.22
E_LUMO in eV: -2.67

Atomic partial charges in e from the Löwdin method, atoms 1 to 2: number 1, Zn, carries 0.5230; number 2, N, carries 0.1265

***

Among the records above, which one has the highest E_LUMO?
C3H6BN